21
Properties=species:S:1:pos:R:3 method="wB97M-V/def2-TZVPD" de_lowest_kj_mol=532.9 energy_ev=-14555.938
H -1.132 -1.048 0.139
H -0.780 0.141 -0.739
H 2.055 -0.239 -3.475
H 1.995 -0.021 -1.972
H -0.096 0.888 3.130
H -1.457 0.864 2.453
H 1.278 1.596 -0.605
H 0.696 2.994 -0.476
H 0.651 -0.283 0.886
H 0.559 1.188 1.256
H -2.467 0.677 -4.490
H -1.785 2.022 -4.682
H 0.973 -4.359 2.553
H -0.497 -4.134 2.866
O -1.051 -0.088 0.157
O 2.575 -0.344 -2.670
O -0.990 0.544 3.233
O 0.920 2.321 -1.129
O 0.238 0.318 1.517
O -2.061 1.400 -3.999
O 0.369 -4.186 3.285

21
Properties=species:S:1:pos:R:3 method="wB97M-V/def2-TZVPD" de_lowest_kj_mol=320.1 energy_ev=-14558.144
O 1.134 -1.087 2.286
H 1.616 -0.233 2.170
H 0.893 -1.197 3.119
O 1.577 1.625 1.224
H 1.516 2.125 0.558
H 1.674 2.252 1.891
O -0.285 -0.431 -0.104
H 0.256 -0.648 0.615
H -0.539 -1.233 -0.437
O -3.023 0.178 0.708
H -2.113 0.460 0.541
H -3.013 -0.654 1.071
O -0.106 2.753 -0.917
H 0.716 3.039 -0.928
H 0.025 1.829 -0.445
O -0.723 -2.946 -0.864
H -0.777 -3.631 -0.184
H 0.128 -3.094 -1.301
O 0.097 0.475 -3.166
H 0.838 0.063 -3.624
H 0.101 0.347 -2.212

21
Properties=species:S:1:pos:R:3 method="wB97M-V/def2-TZVPD" de_lowest_kj_mol=208.8 energy_ev=-14559.297
O -17.572 -14.132 4.966
H -18.107 -14.802 4.540
H -17.428 -13.473 4.287
O -20.093 -20.329 5.231
H -19.882 -19.528 4.751
H -20.024 -20.082 6.153
O -20.584 -16.319 3.989
H -20.808 -15.963 3.129
H -21.424 -16.582 4.366
O -17.900 -12.941 9.680
H -18.014 -13.616 10.348
H -18.146 -13.371 8.861
O -15.711 -10.044 6.585
H -16.125 -10.326 5.769
H -14.774 -10.042 6.390
O -13.214 -14.629 6.928
H -13.155 -15.502 6.540
H -14.149 -14.426 6.920
O -15.451 -11.257 2.428
H -15.781 -10.971 1.577
H -14.606 -11.662 2.235

21
Properties=species:S:1:pos:R:3 method="wB97M-V/def2-TZVPD" de_lowest_kj_mol=519.2 energy_ev=-14556.080
H 0.250 -0.327 -0.767
H 1.718 0.061 -0.688
H 7.113 1.699 -0.769
H 6.164 0.563 -0.422
H -3.996 -0.377 0.046
H -2.904 -1.026 0.880
H 4.841 -2.754 1.797
H 4.711 -2.573 0.293
H -3.301 -2.652 -0.753
H -4.754 -2.208 -0.741
H -0.924 2.682 0.866
H -0.275 3.478 1.986
H -3.604 1.491 -0.102
H -4.701 1.171 -1.104
O 0.950 0.107 -1.269
O 6.448 1.119 -1.157
O -3.862 -0.990 0.778
O 4.427 -2.193 1.132
O -3.856 -1.867 -0.821
O -0.153 2.689 1.445
O -4.294 1.906 -0.631

Repeat the fourth record exactly.
21
Properties=species:S:1:pos:R:3 method="wB97M-V/def2-TZVPD" de_lowest_kj_mol=519.2 energy_ev=-14556.080
H 0.250 -0.327 -0.767
H 1.718 0.061 -0.688
H 7.113 1.699 -0.769
H 6.164 0.563 -0.422
H -3.996 -0.377 0.046
H -2.904 -1.026 0.880
H 4.841 -2.754 1.797
H 4.711 -2.573 0.293
H -3.301 -2.652 -0.753
H -4.754 -2.208 -0.741
H -0.924 2.682 0.866
H -0.275 3.478 1.986
H -3.604 1.491 -0.102
H -4.701 1.171 -1.104
O 0.950 0.107 -1.269
O 6.448 1.119 -1.157
O -3.862 -0.990 0.778
O 4.427 -2.193 1.132
O -3.856 -1.867 -0.821
O -0.153 2.689 1.445
O -4.294 1.906 -0.631